No. 1
The following is a quantum chemistry calculation of a molecular structure, C26H56NO16Tl at a distorted geometry, from the OMol25 dataset.

Summary:
net charge: -1
HOMO (alpha / beta): -0.1612 / -0.1612 Eh
LUMO energy (alpha / beta): 1.5 / 1.5 eV
multiplicity: 2

Last column: Mulliken charge in e.
Positions of all 100 atoms, in Å:
Tl: 3.7315 0.5926 3.0214  0.895
C: -6.3524 -1.3954 -0.9336  -1.904
C: -5.0586 -1.6727 -0.1922  1.540
C: -5.5845 -2.5890 0.9975  -1.411
C: -4.4916 -3.1981 1.7697  -0.414
C: -3.5709 -4.0168 0.8059  -1.821
C: -3.0048 -3.2727 -0.4567  2.010
N: -4.1195 -2.4555 -1.0839  0.380
O: -3.7447 -1.7008 -2.2531  -0.453
C: -2.3660 -4.3388 -1.3880  -1.665
C: -1.7339 -2.4431 0.1275  -1.673
C: -4.5117 -0.2838 0.4337  -1.260
H: -6.2341 -0.8292 -1.8575  0.391
H: -7.0392 -0.7347 -0.4047  0.374
H: -6.8719 -2.3277 -1.1551  0.435
H: -6.2297 -3.3524 0.5627  0.414
H: -6.2259 -2.1481 1.7606  0.401
H: -4.9385 -3.7001 2.6278  0.451
H: -3.9316 -2.4083 2.2704  0.145
H: -3.9935 -4.8550 0.2520  0.643
H: -2.7151 -4.4344 1.3363  0.392
H: -2.2683 -5.3123 -0.9076  0.378
H: -1.3659 -4.1059 -1.7534  0.252
H: -3.0233 -4.4482 -2.2506  0.443
H: -1.3302 -1.6690 -0.5252  0.455
H: -1.0317 -3.2062 0.4632  0.717
H: -1.9398 -1.8328 1.0069  -0.233
H: -5.1611 0.1463 1.1961  0.305
H: -4.4188 0.3531 -0.4461  0.555
H: -3.4897 -0.4224 0.7865  -0.001
C: 1.4729 -1.0710 -1.3521  0.196
C: 0.4554 -0.5240 -2.0954  0.389
C: -0.3162 0.7189 -1.6630  -0.167
O: -1.2701 1.3080 -2.3653  -0.905
C: 0.0708 1.4093 -0.6141  -0.440
C: 1.2794 0.9961 0.2260  -0.061
C: 1.8980 -0.4125 -0.1205  -0.070
O: 2.7183 -0.7614 0.6672  -0.457
O: 1.6373 1.5900 1.2654  -0.295
O: 0.1764 -1.2330 -3.1113  -1.017
H: 1.9808 -2.0081 -1.5258  0.192
H: -0.4441 2.3297 -0.3815  0.919
C: 0.5858 5.5900 0.1309  -0.287
O: -0.1217 6.7996 0.4349  -0.556
H: 0.4852 5.2936 -0.9131  0.282
H: 1.6204 5.7287 0.4447  0.361
H: 0.1866 4.8471 0.8214  -0.097
H: 0.4487 7.5278 0.1780  0.301
C: -2.9091 4.6663 -1.4708  -0.362
O: -3.3197 3.5418 -2.1084  -0.481
H: -2.4775 5.4932 -2.0347  0.230
H: -3.8869 4.9904 -1.1143  0.277
H: -2.2247 4.4660 -0.6465  -0.014
H: -2.5400 2.9968 -2.2380  0.402
C: -2.3966 2.6059 2.2997  -0.662
O: -1.1638 1.9445 2.3203  -0.149
H: -2.3624 3.5832 1.8181  0.251
H: -3.2139 2.0605 1.8278  0.079
H: -2.5684 2.7782 3.3621  0.323
H: -0.8159 1.9415 1.4255  -0.196
C: 4.4486 -4.2915 -0.6905  -0.472
C: 4.4765 -3.3375 -1.8899  -0.244
O: 5.0503 -2.0834 -1.5803  -0.605
O: 3.6311 -3.7744 0.2765  -0.479
H: 5.5002 -4.5253 -0.5243  0.239
H: 4.1216 -5.2909 -0.9775  0.384
H: 3.4990 -3.2297 -2.3600  0.090
H: 5.0938 -3.7913 -2.6651  0.465
H: 4.4697 -1.5637 -1.0196  0.312
H: 3.6906 -2.8170 0.3141  0.238
C: 0.0181 -0.2902 4.1820  -0.909
C: 0.2036 -1.2729 3.0465  0.579
O: 1.5971 -1.6482 3.0407  -0.467
O: 0.6481 0.9600 4.0242  -0.396
H: 0.5135 -0.7310 5.0471  0.352
H: -1.0420 -0.0662 4.3008  0.289
H: -0.2766 -0.9263 2.1314  -0.257
H: -0.4635 -2.0882 3.3266  0.423
H: 1.6820 -2.5364 2.6866  0.260
H: 0.1655 1.5078 3.4008  0.402
C: 5.4290 4.9048 3.3420  -0.413
C: 3.9615 4.7602 3.4305  -0.485
O: 3.3749 3.5532 2.9473  -0.155
O: 5.8743 5.1304 1.9998  -0.545
H: 5.8888 4.0379 3.8165  0.209
H: 5.7040 5.7394 3.9870  0.397
H: 3.5348 5.5818 2.8553  0.307
H: 3.6629 4.8680 4.4732  0.316
H: 3.0592 3.9508 2.1326  0.116
H: 5.6911 4.3339 1.4962  0.302
C: 3.2401 -1.0220 -4.6054  0.130
C: 4.5316 -0.9687 -5.4494  -0.697
O: 4.4414 -1.3280 -6.8549  -0.526
O: 2.5397 -2.1745 -4.7994  -0.584
H: 2.5961 -0.2381 -5.0039  0.339
H: 3.3685 -0.7229 -3.5651  0.124
H: 5.3563 -1.4767 -4.9495  0.291
H: 4.8400 0.0748 -5.5130  0.294
H: 4.1484 -2.2421 -6.8435  0.321
H: 1.7604 -2.1013 -4.2436  0.324

***

No. 2
The following is a quantum chemistry calculation of C7H11N in the gas phase at a distorted geometry, from the OMol25 dataset.

Summary:
HOMO: -0.2804 Eh
LUMO energy: 1.0 eV
relative energy (zero: lowest compared OMol25 entry of this formula, charge and spin): 0.482 eV
multiplicity: 1
SMILES string: Cc1c[nH]c(C)c1C

Last column: Mulliken charge in e.
Positions of all 19 atoms, in Å:
C: 0.6770 -2.4765 -0.1016  -1.328
C: -0.0214 -1.1683 -0.3404  0.701
C: -0.5096 -0.8518 -1.5977  -0.936
N: -0.8054 0.4975 -1.5813  -0.035
C: -0.5604 0.9917 -0.3239  0.102
C: -0.4560 2.4953 -0.0797  -1.357
C: 0.0088 0.0155 0.4498  0.731
C: 0.4869 0.1639 1.8705  -1.543
H: 0.0952 -3.3202 -0.4853  0.356
H: 0.8773 -2.6528 0.9554  0.317
H: 1.6183 -2.5525 -0.6367  0.280
H: -0.7074 -1.5081 -2.4243  0.401
H: -1.2375 1.1542 -2.2207  0.222
H: -0.4819 2.9804 -1.0541  0.393
H: 0.4537 2.7286 0.4637  0.332
H: -1.3088 2.8286 0.5152  0.287
H: 0.3171 -0.7588 2.4142  0.417
H: 1.5566 0.3973 1.8771  0.271
H: -0.0024 1.0361 2.2997  0.389

***

No. 3
The following is a quantum chemistry calculation of 12 unconnected molecules or ions with the total composition C42H115N7O19 at a distorted geometry, from the OMol25 dataset.

Summary:
HOMO: -0.3149 Eh
LUMO energy: 0.3 eV
relative energy (zero: lowest compared OMol25 entry of this formula, charge and spin): 0.419 eV
multiplicity: 1
SMILES string: COCCNCCOC.COCCNCCOC.COCCNCCOC.COCCNCCOC.COCCNCCOC.COCCNCCOC.COCCNCCOC.O.O.O.O.O

Last column: Mulliken charge in e.
Positions of all 183 atoms, in Å:
C: -6.2241 8.3846 -15.8314  -0.669
O: -6.0224 7.7033 -17.0648  -0.419
C: -5.6423 6.3779 -16.9648  -0.631
C: -4.2651 6.0994 -16.3402  -0.368
N: -3.3067 7.1812 -16.6362  -0.257
C: -1.9485 6.7080 -16.8375  -0.873
C: -1.6965 6.1205 -18.2203  -0.141
O: -0.4338 5.5210 -18.2318  -0.332
C: 0.0337 5.0668 -19.4713  -0.744
H: -6.8899 9.2272 -15.9803  0.250
H: -5.2596 8.7196 -15.4387  0.261
H: -6.6097 7.6582 -15.1087  0.308
H: -5.6760 5.9635 -17.9792  0.353
H: -6.3558 5.6924 -16.4767  0.418
H: -3.9142 5.1484 -16.7519  0.271
H: -4.3823 5.9936 -15.2590  0.258
H: -3.7131 7.7035 -17.4044  0.274
H: -1.8243 5.9127 -16.0960  0.329
H: -1.2058 7.4582 -16.5603  0.328
H: -1.7356 6.9141 -18.9816  0.259
H: -2.5207 5.4243 -18.4279  0.224
H: 0.1345 5.9130 -20.1587  0.382
H: -0.5370 4.2615 -19.9490  0.313
H: 1.0097 4.6086 -19.3036  0.208
C: 8.3254 5.9731 -17.9615  -0.668
O: 9.6489 5.5639 -18.3020  -0.414
C: 9.7399 4.2501 -18.8053  -0.493
C: 9.3914 4.1132 -20.2796  -0.327
N: 9.6545 2.7367 -20.7020  -0.377
C: 9.6559 2.4295 -22.1398  -0.844
C: 8.5291 3.0727 -22.9324  -0.252
O: 8.9266 4.3320 -23.4023  -0.334
C: 8.3384 4.7795 -24.5828  -0.820
H: 8.4093 6.6494 -17.1144  0.260
H: 7.7183 5.1497 -17.5714  0.310
H: 7.8802 6.3861 -18.8632  0.249
H: 9.0916 3.5807 -18.2320  0.364
H: 10.7744 3.9522 -18.6262  0.326
H: 9.7155 4.9022 -20.9724  0.313
H: 8.3094 4.1450 -20.4823  0.157
H: 10.5210 2.3397 -20.3564  0.257
H: 9.7951 1.3478 -22.2211  0.443
H: 10.6252 2.7764 -22.5399  0.354
H: 7.6637 3.0241 -22.2632  0.136
H: 8.4544 2.4642 -23.8450  0.469
H: 8.7246 4.2404 -25.4608  0.306
H: 8.4640 5.8497 -24.7096  0.278
H: 7.2649 4.5533 -24.6628  0.318
C: -3.9165 -0.5726 -25.1828  -0.477
O: -4.3088 -0.9048 -26.5107  -0.460
C: -3.5536 -1.9770 -27.0898  -0.451
C: -4.4744 -3.1622 -27.3746  -0.865
N: -5.2610 -3.4867 -26.1823  0.116
C: -6.4593 -4.2495 -26.5313  -0.597
C: -7.5001 -4.2572 -25.4558  -0.600
O: -8.1267 -2.9860 -25.3584  -0.411
C: -7.7689 -2.1761 -24.2494  -0.301
H: -2.8402 -0.4126 -25.1225  0.448
H: -4.1327 -1.4017 -24.4951  0.019
H: -4.5591 0.2427 -24.8661  0.325
H: -2.7524 -2.2459 -26.3954  0.113
H: -3.0785 -1.6064 -27.9986  0.438
H: -3.7207 -3.9571 -27.4793  0.334
H: -5.0484 -3.0419 -28.2961  0.504
H: -5.4603 -2.5345 -25.8676  -0.037
H: -6.0564 -5.2418 -26.7640  0.405
H: -6.9327 -3.8996 -27.4585  0.337
H: -7.1045 -4.5501 -24.4770  0.236
H: -8.3159 -4.9423 -25.6937  0.381
H: -8.3628 -1.2690 -24.1985  0.312
H: -6.7225 -1.8910 -24.4076  -0.005
H: -7.8239 -2.7122 -23.2990  0.267
C: 4.7800 1.1807 -22.2836  -0.257
O: 3.3779 1.2590 -22.1130  -0.296
C: 2.9902 0.9745 -20.7749  -0.954
C: 1.7625 1.7109 -20.3428  -0.585
N: 0.5016 0.9659 -20.6142  0.286
C: 0.1728 1.0710 -22.0448  -0.863
C: -0.9366 0.1415 -22.4486  -0.387
O: -0.5602 -1.2012 -22.2158  -0.279
C: -1.5507 -2.1410 -22.5693  0.090
H: 5.1086 0.1794 -21.9816  0.388
H: 5.2886 1.8922 -21.6259  0.294
H: 5.0342 1.3573 -23.3240  -0.263
H: 3.8330 1.2338 -20.1093  0.565
H: 3.0480 -0.1103 -20.5982  0.320
H: 1.7369 2.6922 -20.8312  0.254
H: 1.7901 1.8689 -19.2638  0.582
H: -0.1774 1.4492 -20.0256  -0.167
H: 1.0640 0.7720 -22.5958  0.435
H: -0.1296 2.1099 -22.2206  0.353
H: -1.2084 0.3639 -23.4895  0.132
H: -1.8541 0.2662 -21.8535  0.439
H: -2.5150 -1.8194 -22.1667  0.366
H: -1.2905 -3.0963 -22.1153  -0.703
H: -1.5516 -2.3242 -23.6478  0.305
C: -6.0557 -8.7234 -19.2017  -0.580
O: -5.4074 -8.4150 -18.0147  -0.350
C: -5.1619 -7.0375 -17.8247  0.372
C: -4.6123 -6.8703 -16.4156  -0.878
N: -3.8909 -5.6486 -16.1459  -0.227
C: -2.4972 -5.4852 -16.4435  -0.358
C: -2.1237 -4.0268 -16.7023  -0.848
O: -2.8631 -3.4782 -17.7897  -0.530
C: -2.4403 -3.9690 -19.0400  -0.487
H: -5.4030 -8.7540 -20.0887  0.099
H: -6.8505 -8.0060 -19.4496  0.315
H: -6.5218 -9.7101 -19.1749  0.285
H: -6.0723 -6.4570 -18.0127  0.306
H: -4.3916 -6.7124 -18.5420  -0.222
H: -3.9310 -7.6968 -16.2149  0.343
H: -5.4576 -6.9047 -15.7253  0.293
H: -4.4034 -4.7841 -16.1792  0.239
H: -2.1310 -6.0275 -17.3252  0.236
H: -1.8489 -5.7736 -15.6049  0.357
H: -1.0425 -4.0124 -16.8635  0.410
H: -2.3898 -3.4296 -15.8294  0.447
H: -3.0894 -4.7744 -19.4252  -0.070
H: -1.4053 -4.3057 -19.0763  0.552
H: -2.7157 -3.2331 -19.8039  0.259
C: 5.1685 0.4574 -26.4878  -0.790
O: 4.6227 0.8906 -27.6979  -0.344
C: 5.0594 2.1491 -28.1443  -0.582
C: 5.0479 2.2061 -29.6670  -0.590
N: 5.8084 1.0374 -30.1267  -0.212
C: 5.9083 0.9922 -31.5691  -0.730
C: 7.0397 0.0756 -32.0229  -0.379
O: 6.7440 -0.3912 -33.3440  -0.333
C: 7.8675 -0.9728 -33.9516  -0.745
H: 6.1597 0.0114 -26.5905  0.320
H: 4.4950 -0.2908 -26.0590  0.314
H: 5.1497 1.1854 -25.6665  0.232
H: 6.0229 2.4868 -27.7435  0.337
H: 4.4310 2.9467 -27.7200  0.422
H: 5.4693 3.1183 -30.0835  0.377
H: 4.0032 2.1771 -30.0039  0.290
H: 5.4991 0.1793 -29.6986  0.227
H: 6.1144 1.9965 -31.9487  0.345
H: 4.9950 0.7347 -32.1264  0.323
H: 7.2269 -0.7905 -31.3838  0.321
H: 7.9521 0.6786 -32.0703  0.279
H: 8.6408 -1.3597 -33.2846  0.333
H: 8.3488 -0.2901 -34.6646  0.268
H: 7.5248 -1.7924 -34.5910  0.256
C: 0.6880 -9.6668 -20.2235  -0.676
O: 0.3082 -10.2245 -21.4656  -0.357
C: -1.0441 -10.6483 -21.3746  -0.474
C: -1.6995 -10.3000 -22.7271  -0.913
N: -1.5315 -8.9097 -23.1090  -0.409
C: -2.4919 -7.9972 -22.4973  -0.390
C: -1.8933 -6.6004 -22.5448  -0.340
O: -0.7216 -6.5837 -21.7624  -0.185
C: -0.0657 -5.3462 -21.8369  -0.138
H: 0.5845 -10.3835 -19.3964  0.345
H: 0.1573 -8.7547 -19.9440  0.221
H: 1.7557 -9.4491 -20.1205  0.278
H: -1.6562 -10.2976 -20.5423  0.340
H: -1.1145 -11.7411 -21.3016  0.411
H: -2.7512 -10.5811 -22.8289  0.428
H: -1.2066 -10.8795 -23.5171  0.354
H: -0.6003 -8.6300 -22.8160  0.333
H: -2.7051 -8.1715 -21.4310  0.198
H: -3.4262 -8.0384 -23.0605  0.459
H: -2.6113 -5.8590 -22.1696  -0.207
H: -1.7367 -6.3446 -23.6004  0.493
H: 0.2011 -5.1239 -22.8714  0.414
H: 0.8703 -5.3564 -21.2673  0.332
H: -0.5339 -4.5108 -21.3018  -0.386
O: -1.7754 -0.7626 -18.2133  -0.703
H: -2.1150 -1.6651 -18.1416  0.255
H: -0.8329 -0.8598 -18.4482  0.456
O: -1.9023 1.9971 -18.6683  -0.551
H: -1.7833 2.5034 -17.8574  0.302
H: -2.0682 1.0811 -18.3680  0.327
O: -3.8479 -4.0909 -23.4459  -0.230
H: -3.5929 -5.0137 -23.3415  0.135
H: -3.8702 -3.9472 -24.4081  0.247
O: 0.5000 -1.5936 -19.4057  -0.745
H: 0.3463 -0.7699 -19.9519  0.307
H: 1.1550 -2.0934 -19.8992  0.286
O: -5.3430 -2.1357 -21.6581  -0.646
H: -4.7498 -2.5165 -22.3206  0.122
H: -5.5419 -2.8670 -21.0654  0.309